{
  "formula": "C4H7NO2",
  "method": "ωB97M-V with the def2-TZVPD basis set",
  "symbols": ["O", "H", "H", "H", "H", "C", "O", "C", "C", "H", "C", "H", "H", "N"],
  "coordinates": [[-0.7177, 1.2279, 1.2209], [0.8304, -1.3702, 1.0447], [-2.8473, 0.0779, 0.7435], [1.9807, -1.3157, -0.3232], [2.0722, 1.2523, 0.3776], [1.1451, 1.2871, -0.2104], [0.6862, 0.4952, -1.7195], [0.9268, -1.2384, -0.0363], [-0.9158, 0.4333, 0.3089], [-2.2618, -0.7825, -0.6664], [0.3598, 0.1059, -0.4475], [0.7313, 2.2703, -0.3669], [0.3812, -2.0329, -0.5533], [-2.1009, -0.1625, 0.1064]],
  "mulliken_charge": [-0.611, 0.327, 0.255, 0.397, 0.256, -0.826, -0.616, -1.394, 0.192, 0.211, 1.553, 0.306, 0.317, -0.368],
  "charge": 0,
  "gap_ev": 10.250,
  "largest_force_ev_per_a": 1.8,
  "lumo_ev": 0.83,
  "smiles": "C[C@@]1(C(N)=O)CO1",
  "e_above_lowest_kcal_mol": 70.84
}